1.
A structure of composition C51H38CoF3N5O7S. Source: the OMol25 dataset; level of theory: the ωB97M-V functional and the def2-TZVPD basis.

Each line ends with the Mulliken charge.
Atoms and positions in Å:
1 Co 0.539 0.409 0.123  1.15
2 C -2.306 -4.434 -5.513  -0.44
3 C -0.934 -4.239 -5.409  -0.81
4 C -0.415 -3.450 -4.393  -0.41
5 C -1.249 -2.832 -3.457  -0.38
6 C -2.624 -3.031 -3.582  0.04
7 C -3.148 -3.823 -4.595  -0.97
8 C -0.675 -2.033 -2.338  1.41
9 C -0.949 -2.464 -1.028  0.24
10 C -1.756 -3.627 -0.684  -1.46
11 C -1.848 -3.638 0.663  -1.37
12 C -1.091 -2.484 1.135  0.12
13 C -0.973 -2.101 2.480  1.65
14 C -1.753 -2.875 3.484  -0.48
15 C -1.125 -3.512 4.557  -0.38
16 C -1.849 -4.262 5.474  -0.77
17 C -3.224 -4.398 5.338  -0.46
18 C -3.864 -3.770 4.279  -0.81
19 C -3.136 -3.020 3.366  -0.32
20 C -0.112 -1.090 2.935  0.40
21 N 0.803 -0.448 2.185  -0.29
22 C 1.569 0.278 3.034  0.24
23 C 2.749 0.955 2.688  1.46
24 C 3.587 1.470 3.809  -0.84
25 C 4.806 0.878 4.132  0.10
26 C 5.571 1.361 5.185  -0.81
27 C 5.126 2.448 5.928  -0.34
28 C 3.919 3.053 5.601  -0.86
29 C 3.154 2.571 4.548  0.03
30 C 3.208 1.182 1.389  0.88
31 C 4.457 1.837 1.051  -1.58
32 C 4.489 1.939 -0.298  -1.49
33 C 3.250 1.361 -0.786  0.43
34 N 2.522 0.907 0.254  0.43
35 C 2.879 1.238 -2.136  1.73
36 C 1.782 0.497 -2.588  0.83
37 C 1.373 0.406 -3.976  -1.40
38 C 0.367 -0.490 -4.022  -1.44
39 C 0.158 -0.957 -2.662  0.04
40 N 0.981 -0.289 -1.816  -0.56
41 C 3.747 1.900 -3.145  -0.62
42 C 4.346 1.179 -4.178  -0.22
43 C 5.184 1.801 -5.094  -0.84
44 C 5.444 3.161 -4.993  -0.42
45 C 4.848 3.893 -3.974  -0.76
46 C 4.009 3.269 -3.061  -0.44
47 C 1.072 0.146 4.391  -1.20
48 C 0.009 -0.682 4.327  -1.62
49 N -0.529 -1.834 0.088  -0.07
50 H -2.713 -5.057 -6.301  0.35
51 H -0.263 -4.716 -6.113  0.38
52 H 0.655 -3.312 -4.302  0.47
53 H -3.286 -2.547 -2.875  0.66
54 H -4.220 -3.966 -4.663  0.39
55 H -2.178 -4.343 -1.371  0.53
56 H -2.346 -4.371 1.277  0.55
57 H -0.050 -3.425 4.654  0.50
58 H -1.333 -4.753 6.290  0.36
59 H -3.790 -4.985 6.052  0.36
60 H -4.938 -3.864 4.162  0.40
61 H -3.643 -2.518 2.551  0.70
62 H 5.148 0.033 3.546  0.44
63 H 6.517 0.891 5.427  0.36
64 H 5.721 2.823 6.753  0.35
65 H 3.577 3.916 6.160  0.39
66 H 2.221 3.051 4.260  0.47
67 H 5.194 2.189 1.755  0.48
68 H 5.277 2.354 -0.906  0.52
69 H 1.784 0.984 -4.788  0.67
70 H -0.214 -0.783 -4.882  0.62
71 H 4.164 0.113 -4.241  0.46
72 H 5.642 1.218 -5.885  0.38
73 H 6.106 3.645 -5.700  0.36
74 H 5.030 4.957 -3.892  0.39
75 H 3.527 3.841 -2.278  0.49
76 H 1.473 0.645 5.258  0.52
77 H -0.654 -0.966 5.129  0.66
78 O 0.558 3.866 2.632  -0.85
79 C 0.707 3.154 1.628  -0.34
80 O 0.132 2.057 1.376  -0.23
81 H 1.438 3.493 0.859  0.27
82 O -2.615 1.073 1.578  -0.52
83 C -2.551 0.856 0.276  -0.86
84 O -1.573 0.443 -0.292  0.67
85 C -3.861 0.942 -0.480  0.89
86 N -4.937 1.459 0.385  -0.67
87 C -5.795 0.320 0.732  -0.67
88 C -5.733 -0.623 -0.470  -0.91
89 C -4.276 -0.488 -0.928  0.69
90 H -3.685 1.600 -1.327  0.45
91 H -5.451 2.186 -0.089  0.35
92 H -3.453 1.557 1.718  0.45
93 H -6.801 0.659 0.981  0.49
94 H -5.375 -0.179 1.612  0.15
95 H -6.415 -0.267 -1.247  0.31
96 H -6.004 -1.649 -0.217  0.39
97 H -4.169 -0.605 -2.005  0.29
98 H -3.640 -1.236 -0.450  -0.76
99 F -2.653 4.413 -3.509  -0.27
100 C -1.741 3.444 -3.284  0.52
101 F -0.820 3.544 -4.254  -0.26
102 F -2.380 2.270 -3.464  -0.22
103 S -1.011 3.562 -1.591  1.03
104 O -0.388 4.865 -1.594  -0.73
105 O -2.198 3.438 -0.767  -0.72
106 O -0.106 2.434 -1.599  -0.48

## Properties
Max |F|: 1.13 eV/Å
Frontier orbital gap (spin up / spin down): 5.4 / 5.4 eV
⟨S²⟩: 3.76
Energy above the lowest of the compared OMol25 structures with the same formula, charge and spin: 0.0000 eV
Total energy: -4847.47952 Ha
Spin multiplicity: 4
Net charge: -2


2.
A structure of composition C51H40BrCl4KN5O5Sb. Source: the OMol25 dataset; level of theory: the ωB97M-V functional and the def2-TZVPD basis.

Each line ends with the Mulliken charge.
Atoms and positions in Å:
1 K -0.169 0.206 -0.832  1.23
2 O -0.707 0.720 3.107  -0.73
3 C -1.978 1.105 3.293  0.60
4 C -2.344 1.781 4.461  -0.51
5 C -3.662 2.141 4.677  -0.45
6 C -4.641 1.826 3.739  -0.88
7 C -4.272 1.169 2.574  -0.31
8 C -2.954 0.815 2.333  -0.26
9 C -2.537 0.161 1.020  -0.07
10 O -1.285 -0.341 1.010  0.52
11 N -2.714 1.246 -0.003  0.32
12 N -2.592 0.899 -1.278  -0.61
13 C -2.275 1.776 -2.151  -0.56
14 C -2.046 1.452 -3.538  0.35
15 Br -1.760 -0.382 -3.912  -0.12
16 C -1.909 2.337 -4.533  -0.84
17 C -2.199 3.771 -4.415  0.48
18 C -1.378 4.707 -5.047  -0.36
19 C -1.672 6.059 -4.994  -0.61
20 C -2.791 6.507 -4.305  -0.38
21 C -3.616 5.588 -3.672  -0.78
22 C -3.329 4.233 -3.731  -0.16
23 H -0.733 0.227 2.205  -0.09
24 H -1.572 2.008 5.189  0.46
25 H -3.933 2.669 5.585  0.41
26 H -5.678 2.087 3.914  0.37
27 H -5.011 0.932 1.816  0.47
28 H -3.301 -0.584 0.733  -0.19
29 H -2.291 2.136 0.267  0.24
30 H -2.073 2.811 -1.862  0.42
31 H -1.524 1.994 -5.485  0.38
32 H -0.482 4.363 -5.551  0.39
33 H -1.025 6.775 -5.487  0.36
34 H -3.020 7.565 -4.262  0.38
35 H -4.491 5.930 -3.133  0.39
36 H -3.994 3.521 -3.262  0.52
37 Cl 5.107 3.490 -3.850  -0.28
38 C 4.151 2.290 -3.038  0.16
39 C 4.751 1.174 -2.485  0.36
40 Cl 6.472 0.962 -2.607  -0.27
41 C 3.958 0.222 -1.830  0.38
42 Cl 4.699 -1.197 -1.151  -0.27
43 C 2.563 0.333 -1.681  -1.16
44 O 1.862 -0.553 -1.061  0.00
45 C 1.926 1.512 -2.272  -0.96
46 O 0.655 1.685 -2.187  -0.21
47 C 2.763 2.435 -2.928  0.60
48 Cl 1.975 3.825 -3.620  -0.24
49 C 1.857 -7.435 0.310  -0.39
50 C 2.343 -6.464 1.174  -0.63
51 C 1.827 -5.177 1.134  -0.64
52 C 0.813 -4.826 0.242  0.28
53 C 0.344 -5.811 -0.625  0.02
54 C 0.858 -7.103 -0.594  -0.75
55 Sb 0.076 -2.753 0.413  0.49
56 C -1.515 -3.127 -1.004  0.94
57 C -1.174 -3.365 -2.336  -0.69
58 C -2.145 -3.633 -3.290  -0.82
59 C -3.486 -3.630 -2.932  -0.36
60 C -3.845 -3.348 -1.622  -0.72
61 C -2.866 -3.103 -0.668  -0.50
62 C -1.132 -3.430 2.087  0.18
63 C -1.784 -4.662 2.069  -0.08
64 C -2.571 -5.071 3.137  -0.73
65 C -2.718 -4.248 4.247  -0.48
66 C -2.073 -3.021 4.280  -0.54
67 C -1.285 -2.619 3.208  -0.42
68 H 2.253 -8.444 0.340  0.34
69 H 3.129 -6.714 1.878  0.37
70 H 2.219 -4.420 1.808  0.37
71 H -0.443 -5.580 -1.330  0.30
72 H 0.474 -7.853 -1.277  0.37
73 H -0.128 -3.343 -2.629  0.33
74 H -1.858 -3.827 -4.318  0.44
75 H -4.247 -3.835 -3.676  0.33
76 H -4.892 -3.318 -1.343  0.37
77 H -3.156 -2.898 0.356  0.37
78 H -1.677 -5.311 1.208  0.40
79 H -3.071 -6.033 3.104  0.38
80 H -3.333 -4.565 5.082  0.34
81 H -2.188 -2.372 5.140  0.45
82 H -0.793 -1.654 3.238  0.17
83 O 2.394 -1.036 1.798  -0.72
84 H 1.831 -0.318 2.110  0.30
85 H 2.483 -0.861 0.834  0.33
86 C -0.355 4.568 0.887  -1.01
87 C 0.340 3.407 0.569  -0.25
88 N 0.987 2.689 1.486  -0.14
89 C 0.982 3.110 2.738  -0.49
90 C 0.356 4.286 3.163  1.10
91 C -0.349 5.006 2.197  -0.43
92 C 0.335 4.709 4.563  -0.71
93 C 1.302 4.672 5.491  -0.69
94 C 2.724 4.361 5.373  0.68
95 C 3.461 4.333 4.185  -0.28
96 C 4.816 4.097 4.280  -0.35
97 N 5.438 3.891 5.443  -0.63
98 C 4.653 3.934 6.512  -0.08
99 N 3.353 4.168 6.548  -0.62
100 H -0.896 5.108 0.120  0.54
101 H 0.356 3.017 -0.442  0.56
102 H 1.478 2.469 3.460  0.46
103 H -0.876 5.910 2.481  0.46
104 H -0.628 5.089 4.893  0.36
105 H 1.026 4.937 6.505  0.36
106 H 2.992 4.502 3.228  0.44
107 H 5.442 4.066 3.395  0.44
108 H 5.136 3.764 7.471  0.39

## Properties
Max |F|: 2.44 eV/Å
Frontier orbital gap: 4.5 eV
Energy above the lowest of the compared OMol25 structures with the same formula, charge and spin: 0.9830 eV
Total energy: -7872.41864 Ha
Net charge: -2


3.
A structure of composition C51H41Br2F6FeN9O3PS4. Source: the OMol25 dataset; level of theory: the ωB97M-V functional and the def2-TZVPD basis.

Each line ends with the Mulliken charge.
Atoms and positions in Å:
1 Fe -0.630 0.676 0.350  0.07
2 Br 3.787 7.063 -0.907  -0.20
3 C 2.638 5.552 -0.732  -0.09
4 C 1.525 5.727 -0.021  -0.79
5 C 0.480 4.770 0.301  -0.24
6 C 0.474 3.437 0.216  -0.75
7 C 1.685 2.623 -0.222  0.88
8 C 3.152 4.359 -1.459  -1.08
9 N -0.696 2.675 0.445  0.89
10 C -1.844 3.127 0.706  -0.17
11 C -2.916 2.153 0.867  -0.06
12 C -4.236 2.510 1.062  -0.80
13 C -5.207 1.523 1.105  -0.68
14 C -4.820 0.206 0.963  -0.93
15 C -3.472 -0.080 0.805  -0.21
16 N -2.542 0.872 0.759  1.04
17 H 1.355 6.721 0.376  0.41
18 H -0.407 5.229 0.727  0.20
19 H 1.774 0.628 -0.762  0.34
20 H 4.070 4.032 -0.970  0.37
21 H -2.054 4.188 0.788  0.34
22 H -4.482 3.560 1.170  0.55
23 H -6.250 1.779 1.245  0.43
24 H -5.539 -0.603 0.980  0.58
25 H -3.131 -1.100 0.712  0.33
26 Br 4.573 -5.075 -0.375  -0.15
27 C 3.759 -3.372 -0.566  0.08
28 C 3.543 -2.863 -1.835  -0.77
29 C 2.932 -1.622 -1.922  -0.93
30 N 2.545 -0.920 -0.858  0.17
31 C 2.747 -1.441 0.352  -0.79
32 C 3.372 -2.667 0.551  -0.77
33 H 3.846 -3.402 -2.722  0.43
34 H 2.748 -1.168 -2.892  0.61
35 H 2.401 -0.852 1.199  0.80
36 H 3.534 -3.045 1.551  0.60
37 S -0.985 2.566 5.028  -0.53
38 P -0.332 0.812 4.424  1.18
39 S 0.351 0.570 2.543  -0.20
40 C 1.028 0.205 5.486  0.50
41 C 2.294 -0.088 4.994  -0.02
42 C 3.286 -0.545 5.859  -0.77
43 C 3.017 -0.700 7.211  -0.42
44 C 1.753 -0.392 7.706  -0.67
45 C 0.762 0.059 6.847  -0.56
46 C -1.618 -0.476 4.688  0.38
47 C -2.761 -0.201 5.432  -0.51
48 C -3.678 -1.215 5.701  -0.55
49 C -3.457 -2.500 5.222  -0.52
50 C -2.329 -2.769 4.455  -0.65
51 C -1.411 -1.762 4.190  -0.53
52 H 2.507 0.057 3.941  0.06
53 H 4.272 -0.773 5.470  0.43
54 H 3.792 -1.052 7.883  0.36
55 H 1.543 -0.500 8.764  0.36
56 H -0.224 0.307 7.227  0.36
57 H -2.921 0.809 5.789  0.37
58 H -4.565 -0.998 6.287  0.39
59 H -4.166 -3.291 5.441  0.39
60 H -2.168 -3.765 4.057  0.39
61 H -0.536 -1.962 3.580  0.48
62 C 2.164 3.216 -1.583  -1.85
63 C 2.749 2.475 0.830  2.25
64 O 1.088 1.308 -0.589  0.42
65 C 2.858 3.264 2.054  0.04
66 F 1.682 3.574 2.653  -0.16
67 F 3.492 4.519 1.926  -0.37
68 F 3.630 2.647 2.995  -0.29
69 C 4.005 1.840 0.472  -0.07
70 F 4.389 0.772 1.264  -0.27
71 F 5.148 2.641 0.507  -0.37
72 F 3.991 1.328 -0.807  -0.25
73 H 1.284 3.563 -2.137  0.45
74 H 2.618 2.418 -2.161  0.47
75 H 3.437 4.678 -2.465  0.76
76 C -1.592 2.362 -2.734  -0.44
77 C -1.664 0.873 -2.727  0.27
78 N -1.197 0.058 -1.804  0.88
79 C -1.445 -1.228 -2.245  -0.76
80 C -2.074 -1.190 -3.441  -1.39
81 N -2.214 0.155 -3.747  0.28
82 C -2.821 0.686 -4.939  -1.15
83 N -1.859 1.345 -5.794  0.87
84 N -2.094 2.610 -6.217  -0.69
85 N -1.159 2.968 -7.012  -0.56
86 C -0.262 1.921 -7.132  0.14
87 C 0.912 1.805 -7.881  -0.77
88 C 1.598 0.616 -7.797  -0.52
89 C 1.142 -0.444 -6.984  -0.67
90 C -0.013 -0.346 -6.242  -0.65
91 C -0.709 0.865 -6.344  1.41
92 H -1.161 2.690 -1.798  -0.55
93 H -2.582 2.812 -2.851  0.47
94 H -0.964 2.719 -3.554  0.23
95 H -1.149 -2.084 -1.669  0.58
96 H -2.459 -1.972 -4.078  0.55
97 H -3.570 1.435 -4.704  0.34
98 H -3.294 -0.138 -5.465  0.38
99 H 1.255 2.626 -8.500  0.43
100 H 2.512 0.484 -8.362  0.38
101 H 1.719 -1.360 -6.943  0.41
102 H -0.353 -1.156 -5.609  0.39
103 O -4.263 -5.087 0.608  -0.71
104 S -3.380 -4.527 -0.378  1.16
105 O -3.915 -4.314 -1.699  -0.70
106 N -2.676 -3.150 0.170  -0.44
107 C -1.369 -3.272 0.288  -0.75
108 S -0.286 -2.048 0.754  0.24
109 C -0.856 -4.640 -0.069  0.68
110 C 0.447 -5.105 -0.049  -0.18
111 C 0.687 -6.414 -0.449  -0.71
112 C -0.356 -7.241 -0.864  -0.47
113 C -1.665 -6.774 -0.883  -0.79
114 C -1.882 -5.471 -0.479  0.00
115 H 1.246 -4.450 0.275  0.39
116 H 1.701 -6.798 -0.440  0.35
117 H -0.145 -8.255 -1.181  0.39
118 H -2.488 -7.404 -1.201  0.43

## Properties
Max |F|: 1.15 eV/Å
Frontier orbital gap (spin up / spin down): 5.5 / 5.5 eV
Energy above the lowest of the compared OMol25 structures with the same formula, charge and spin: 2.9293 eV
Total energy: -11631.76981 Ha
Net charge: -1


4.
A cluster of 3 separate species, C51H41FO8 in total. Source: the OMol25 dataset; level of theory: the ωB97M-V functional and the def2-TZVPD basis.

Each line ends with the Mulliken charge.
Atoms and positions in Å:
1 C -1.920 0.185 -0.182  -0.62
2 O -0.976 -0.621 -0.872  -0.39
3 C -1.046 -2.008 -0.560  -0.32
4 C 0.255 -2.541 0.085  -1.29
5 C 1.300 -1.475 0.357  -1.05
6 C 1.043 -0.668 1.649  0.85
7 C 1.816 -1.201 2.875  -1.42
8 C 2.505 -0.141 3.698  0.93
9 C 2.058 0.085 4.998  -0.80
10 C 2.676 1.031 5.784  0.41
11 F 2.218 1.240 7.035  -0.39
12 C 3.744 1.786 5.359  -1.03
13 C 4.194 1.581 4.066  1.37
14 C 3.579 0.634 3.252  -0.26
15 C 4.124 0.493 1.858  0.00
16 O 4.291 -0.581 1.334  -0.60
17 C 4.485 1.804 1.220  -0.15
18 C 4.232 2.133 -0.113  0.03
19 C 3.515 1.204 -1.052  0.20
20 C 4.118 1.141 -2.485  -0.07
21 C 4.082 -0.318 -2.979  -1.50
22 O 3.322 1.945 -3.369  -0.60
23 C 4.629 3.389 -0.556  -0.55
24 C 5.269 4.291 0.269  -0.78
25 C 5.525 3.968 1.593  -1.04
26 C 5.113 2.735 2.053  1.01
27 C 5.321 2.368 3.484  -0.34
28 O 6.299 2.673 4.119  -0.59
29 H -2.061 -0.159 0.845  0.36
30 H -1.529 1.198 -0.129  0.06
31 H -2.865 0.195 -0.727  0.32
32 H -1.218 -2.536 -1.498  0.27
33 H -1.925 -2.206 0.056  0.33
34 H 0.691 -3.257 -0.613  0.42
35 H 0.024 -3.118 0.982  0.35
36 H 1.394 -0.801 -0.486  0.28
37 H 2.274 -1.955 0.464  0.78
38 H -0.026 -0.726 1.857  0.56
39 H 1.254 0.389 1.476  -0.67
40 H 1.095 -1.681 3.537  0.44
41 H 2.514 -1.982 2.591  0.55
42 H 1.238 -0.476 5.424  0.47
43 H 4.220 2.532 5.978  0.51
44 H 3.458 0.200 -0.658  0.20
45 H 2.487 1.562 -1.142  0.38
46 H 5.132 1.524 -2.471  0.60
47 H 4.021 -0.312 -4.065  0.44
48 H 3.197 -0.816 -2.590  0.24
49 H 4.978 -0.842 -2.654  0.38
50 H 2.487 1.478 -3.460  0.40
51 H 4.438 3.677 -1.582  0.54
52 H 5.576 5.260 -0.096  0.43
53 H 6.012 4.665 2.258  0.52
54 C -4.154 7.251 0.041  -0.49
55 C -3.912 8.251 0.978  -0.48
56 C -2.921 8.086 1.931  -0.58
57 C -2.174 6.915 1.958  0.08
58 C -2.430 5.904 1.030  0.02
59 C -3.416 6.081 0.067  -0.48
60 C -1.670 4.624 1.065  0.74
61 O -1.889 3.748 0.253  -0.68
62 C -0.640 4.446 2.125  0.09
63 C 0.046 3.241 2.208  -1.16
64 C 1.018 3.059 3.179  0.99
65 C 1.311 4.091 4.065  -0.47
66 C 0.628 5.294 3.992  -1.00
67 C -0.355 5.473 3.027  -0.12
68 C -1.100 6.762 2.980  0.66
69 O -0.843 7.661 3.753  -0.67
70 H -4.924 7.386 -0.707  0.40
71 H -4.497 9.161 0.962  0.40
72 H -2.724 8.861 2.658  0.47
73 H -3.602 5.298 -0.655  0.47
74 H -0.187 2.446 1.511  0.47
75 H 1.548 2.118 3.242  0.22
76 H 2.075 3.952 4.817  0.45
77 H 0.851 6.095 4.683  0.47
78 C -4.896 -5.313 -7.320  -0.47
79 C -4.278 -4.234 -6.697  -0.53
80 C -3.791 -4.362 -5.407  -0.54
81 C -3.929 -5.568 -4.731  0.18
82 C -4.566 -6.645 -5.350  0.26
83 C -5.040 -6.516 -6.649  -0.60
84 C -4.762 -7.935 -4.630  0.53
85 O -5.309 -8.874 -5.169  -0.67
86 C -4.272 -8.037 -3.227  0.35
87 C -4.488 -9.212 -2.518  -0.64
88 C -4.028 -9.329 -1.217  -0.45
89 C -3.343 -8.275 -0.621  -0.56
90 C -3.129 -7.101 -1.321  -0.51
91 C -3.598 -6.974 -2.623  0.14
92 C -3.384 -5.692 -3.350  0.51
93 O -2.785 -4.772 -2.832  -0.67
94 H -5.268 -5.213 -8.331  0.40
95 H -4.176 -3.293 -7.220  0.40
96 H -3.306 -3.528 -4.919  0.51
97 H -5.523 -7.357 -7.127  0.47
98 H -5.017 -10.029 -2.988  0.48
99 H -4.201 -10.244 -0.665  0.39
100 H -2.979 -8.372 0.394  0.41
101 H -2.600 -6.277 -0.862  0.58

## Properties
Max |F|: 1.53 eV/Å
Frontier orbital gap: 8.4 eV
Structure (SMILES): COCCCCCc1cc(F)cc2c1C(=O)c1c(C[C@@H](C)O)cccc1C2=O.O=C1c2ccccc2C(=O)c2ccccc21.O=C1c2ccccc2C(=O)c2ccccc21
Total energy: -2669.85980 Ha